C2H6N2S in the gas phase. Source: the Open Molecules 2025 dataset; level of theory: ωB97M-V/def2-TZVPD.

Properties
HOMO-LUMO gap (Eh): 0.3639
SMILES: [H]/N=C\N(C)S
Energy above the lowest of the compared OMol25 structures with the same formula, charge and spin (kcal per mole): 27.3
Spin multiplicity: 1
Total energy (a.u.): -587.46047

Structure (XYZ):
```
11
C2H6N2S, DFT ωB97M-V/def2-TZVPD
H 1.73 -1.34 0.00
N 2.12 -0.40 0.08
C 1.24 0.52 -0.06
N -0.13 0.45 -0.24
C -0.96 1.51 0.13
S -0.94 -1.04 -0.06
H 1.61 1.55 -0.05
H -1.20 1.52 1.19
H -1.85 1.43 -0.50
H -0.40 2.37 -0.14
H -0.51 -1.41 1.16
```